[1]
The following is a quantum chemistry calculation of a cluster of 10 separate species, C24H66O10S8 in total in a non-equilibrium geometry, from OMol25.

ORCA input file:
```
! wB97M-V def2-TZVPD RIJCOSX def2/J DEFGRID3
* xyz -1 2
H 3.5628 4.9999 17.7112
H 6.9118 1.1973 17.3951
H -0.3056 0.2871 14.0903
H -4.9886 5.1038 17.5072
S -4.0817 5.2528 20.4897
C 1.6569 7.2589 15.7578
C 3.0538 0.1678 16.5243
H 0.8926 10.0774 14.4288
O -3.5053 0.2650 15.6439
C -3.3948 0.0646 12.8171
S 1.0743 3.4518 11.8160
H -0.4635 3.5477 13.4815
C 0.6221 3.5337 13.5780
O 3.6021 -1.1103 14.4643
H -3.3443 8.8280 13.7731
C 7.0557 2.2084 19.2921
C -2.3230 9.0316 13.4513
H 7.4624 3.7091 17.0391
H -1.3292 -1.2547 14.6184
H -4.7603 4.5304 22.7017
H -2.2795 9.5788 12.5097
H -5.2125 5.3351 14.5376
H -3.8589 5.9872 22.8126
H 3.2744 2.4624 14.3558
C -3.8562 5.0109 22.3278
H 1.5812 11.0680 15.6693
H 2.7403 7.1462 15.7156
C 0.6081 1.7328 11.4594
O 2.1911 8.9129 17.7414
H -1.7117 4.9630 20.3023
H -3.0062 4.4082 22.6476
C 6.3393 1.9888 17.8786
O -2.0491 4.2324 17.3173
S 1.1607 8.8018 16.6068
H -6.4811 4.6779 18.1204
H 3.9017 1.6789 13.1615
H 0.5373 1.4892 10.3993
H 2.3724 6.6555 20.7715
H -2.1345 5.4610 14.5957
H 3.4361 -0.4496 17.3372
C 1.5147 10.0367 15.3230
S -2.6747 0.7210 14.4069
H 5.6434 1.0202 20.5308
H 8.1141 2.0941 19.0580
H 1.2468 0.9583 11.8841
H 5.2939 1.6857 17.9374
C -0.6463 3.9924 16.9030
C 5.5747 4.4163 17.5533
H 2.2943 1.0424 13.7153
H -0.1100 4.9260 17.0734
H 5.6788 5.3213 16.9548
C -4.9167 4.2978 14.6943
H -4.9915 3.7468 13.7568
H 5.8712 4.6117 18.5839
H -0.3424 1.4639 11.9200
C 3.2694 1.4277 14.0130
H -3.9421 4.2166 15.1757
C -1.0450 -0.2073 14.7202
H 7.3057 1.1539 21.0514
H 2.4847 9.8387 14.8670
H 0.6776 6.2302 20.4905
H 1.1417 2.4657 16.8718
S 4.1174 0.1512 15.0601
O -4.1481 3.7947 20.0223
H -2.0172 6.9119 15.6014
H 3.8855 3.7342 16.5091
H 0.8563 3.3062 18.3274
O 2.2980 4.7872 22.9628
H 1.2777 6.4414 16.3710
H -0.6040 -0.0972 15.7110
H -3.7060 -0.9750 12.9197
H -2.5633 6.1593 19.1376
C 6.6721 1.0451 20.1712
H 3.8492 3.3835 18.3129
H 2.0003 -0.0563 16.3574
C -2.3130 6.5360 14.6220
H -6.3648 5.9384 16.7438
H 6.2646 3.0059 15.9990
H -2.1592 6.6370 20.7552
H -4.2352 0.6865 12.5088
O 2.6144 3.3433 11.8212
H 0.4467 2.4016 21.6116
O -5.3720 2.5216 16.6956
C 0.3293 2.8239 17.5041
H -0.1078 3.5494 20.5015
C 1.7057 5.8827 20.3890
H -0.0673 3.8587 22.3142
H -1.8931 9.6722 14.2214
S -1.4225 7.4236 13.2505
H 3.0928 1.1683 16.9552
H -3.3964 6.6443 14.6729
C 4.1141 4.0799 17.5173
O -0.2814 1.6620 18.0071
H 1.7478 5.4754 19.3788
O -2.0155 6.9399 11.8926
H -2.7359 0.0256 11.9497
C -2.4251 5.7723 20.1472
C 0.4510 3.4771 21.4345
H 6.9387 3.2202 19.6803
C -6.0248 5.0014 17.1849
H -0.6202 3.8528 15.8223
S 2.0652 4.3858 21.4947
H 0.9184 2.6128 14.0803
H 1.2372 7.2036 14.7534
H 6.9584 0.0972 19.7155
S -6.0931 3.6525 15.9644
H 1.0727 4.3033 14.2047
C 6.4820 3.2328 17.0427
*
```

Computed properties:
<S²>: 0.76
Lowest unoccupied orbital energy (spin up / spin down): 1.8 / 1.7 eV

---

[2]
The following is a quantum chemistry calculation of a structure of composition C24H68BHgO8 in a non-equilibrium geometry, from OMol25.

ORCA input file:
```
! wB97M-V def2-TZVPD RIJCOSX def2/J DEFGRID3
* xyz 1 1
C -5.7708 -0.5781 0.6155
C 1.2139 -3.3437 -0.2279
H -5.7610 -1.3358 1.4008
H -1.3636 -3.5594 4.7150
C 2.0018 0.1204 -3.1017
H -2.5611 -3.5786 -2.3655
H 1.4035 -4.8612 -1.7484
H 3.5474 1.6059 -3.4700
O -1.3156 3.2851 0.1915
C 2.4954 -2.7412 0.3683
Hg -1.4956 -1.5828 0.5093
C -2.3027 -1.7834 3.9542
O 0.1793 -3.2336 0.7838
H 0.1056 -4.0655 1.2676
O 0.6160 0.0938 -2.7753
H -4.0966 -1.8683 -2.8088
C -3.2500 -1.9206 -3.4994
H -1.7430 0.1475 4.7148
C 6.7542 0.7172 1.0410
H -3.0474 5.0317 0.2029
H -0.5308 -1.5341 3.1319
H 0.9759 1.6502 4.7042
C -4.4391 0.6013 -1.1400
H 0.8789 -2.7204 -1.0579
C 1.7598 3.6604 2.0387
O 1.8288 1.2467 2.1627
H -2.6197 3.1012 -1.4394
H 2.5898 -0.2993 -2.2724
H 2.8237 3.8147 2.2089
C 1.4565 2.4887 4.1858
H -0.9894 0.3990 -0.7925
H -0.9159 4.4053 -2.9646
C 4.6054 1.4388 -0.1293
B -0.1690 0.3750 0.0259
C -1.0698 -3.1110 -3.8399
H -3.2801 -1.4096 3.6411
H -0.2525 -3.6072 -3.3094
H 2.3137 -1.7554 0.7917
H 0.1202 2.3217 2.5180
C -1.8633 3.7787 -1.0295
C 2.4700 1.5453 -3.3204
C -2.3479 -3.2349 4.3685
H -4.1998 -1.5063 -0.5089
H 5.0520 1.1498 -1.0865
H -5.2731 0.4891 -1.8388
H -6.5643 -0.7454 -0.1123
H 1.1775 4.5358 2.3426
H 1.9496 1.9822 -4.1754
H 2.2296 2.1611 -2.4505
C 1.3922 -4.8080 -0.6604
H 2.8604 -3.4376 1.1248
H 6.9485 1.7603 1.2767
H 3.3667 -0.6910 -4.5774
O -1.4775 -1.8688 -1.8260
C 2.3317 -0.8180 -4.2609
H 2.5065 2.3794 4.4543
H -3.5784 -2.4956 -4.3649
H -3.0082 -0.8969 -3.7806
H 0.1814 4.3277 -1.6192
O 4.7691 0.9197 2.2154
C 1.2011 2.4220 2.6764
H 1.3838 1.0233 1.3284
H -0.7535 -1.3473 -2.2634
H -0.8951 -1.2331 5.5821
H 7.3004 0.3908 0.1547
H 0.9734 3.3935 4.5514
H -2.5086 -0.7945 5.9129
H -1.4252 -3.7559 -4.6407
H 4.8043 2.4900 0.0699
C -2.1125 -2.6896 -2.8144
H -4.5680 1.6031 -0.7232
H -2.6373 -3.8688 3.5264
C -4.4267 -0.5111 -0.1186
H -0.6720 -2.2213 -4.3309
H 7.0785 0.0972 1.8770
C -2.5331 5.1125 -0.7569
C -0.7157 3.8636 -2.0391
H 0.4637 1.3318 -0.0747
H 3.2523 -2.6489 -0.4131
H -3.0575 -3.4116 5.1753
H -0.8200 2.4716 0.0052
H 4.9626 -0.5167 0.6840
H -0.6658 0.3413 1.0806
H -3.2305 5.3772 -1.5497
H 0.4276 -0.6219 -0.0830
H 0.5366 -5.4099 -0.3464
H -3.5171 0.6688 1.2291
H 2.1918 -1.8581 -3.9628
O -3.3900 -0.2062 0.8382
H 2.3095 -5.2205 -0.2465
H -0.3892 2.8460 -2.2780
H 3.8176 1.0969 2.1419
H 1.7309 -0.6617 -5.1605
H -1.8206 5.9326 -0.6561
C 5.2362 0.5211 0.9163
H 0.5126 0.3750 -1.8460
H -6.0040 0.3495 1.1459
O -1.4485 -1.5828 2.8170
C -1.7989 -0.8776 5.0841
H 1.5737 3.6835 0.9568
H -3.5127 0.6358 -1.7172
H 3.5271 1.2682 -0.1343
*
```

Computed properties:
Lowest unoccupied orbital energy: -4.3 eV

---

[3]
The following is a quantum chemistry calculation of a cluster of 7 separate species, C24H68N6O7 in total in a non-equilibrium geometry, from OMol25.

ORCA input file:
```
! wB97M-V def2-TZVPD RIJCOSX def2/J DEFGRID3
* xyz 0 1
H 31.1904 18.9794 24.4055
H 27.1503 27.5229 27.5550
H 32.0829 22.9753 26.7949
H 33.2744 15.5248 20.5907
O 29.3724 24.0400 18.8675
H 38.4838 22.8988 27.8640
H 35.6188 24.9998 27.2927
H 28.5995 25.5433 28.0885
H 27.6098 22.1653 21.9134
C 37.7101 20.9367 28.1168
C 33.4410 20.0896 22.1852
H 29.6193 25.9926 19.4768
H 34.3793 20.0860 25.6860
H 31.9019 16.1439 19.7173
H 29.3792 20.7109 21.7301
H 38.1252 22.5421 29.5272
C 31.5113 20.9087 26.9951
H 33.0030 26.9942 27.1206
C 32.4787 16.2752 20.6371
H 34.2007 19.3901 22.5268
H 30.9779 22.9359 19.5023
C 27.7639 27.6463 26.6611
H 31.4288 18.6153 20.9306
H 37.4643 21.3467 26.0345
C 30.0920 23.4162 19.9192
H 36.9687 19.6947 26.4915
H 29.7253 25.4709 24.7820
O 33.0539 24.4034 24.2713
H 31.7934 21.3260 20.5334
O 31.5870 20.5205 25.6326
N 32.6845 21.1112 20.0495
C 29.2276 22.3821 20.6100
H 30.1126 27.1472 25.1248
H 35.0550 24.0345 23.9299
C 33.1442 19.8831 20.7073
H 30.2346 21.9685 22.3339
H 39.5582 20.4613 28.8230
C 32.9778 25.5718 25.0753
H 32.4979 20.0356 22.7376
C 29.2718 26.4520 24.9898
H 34.0471 21.7701 25.7497
C 32.3451 18.6238 20.3194
N 39.0833 20.4794 27.9273
H 33.8275 27.9597 26.0853
H 32.0922 25.4935 25.7098
C 34.8765 21.0601 25.7458
C 36.9542 20.7508 26.8071
H 33.9820 23.5310 22.6383
H 31.0444 23.7341 28.9450
H 30.1847 22.2253 29.0549
H 28.1719 23.8057 22.0572
H 30.6633 20.3718 27.4461
H 36.8071 22.9422 28.3198
C 37.7423 22.4203 28.5143
H 34.3076 25.2454 22.8482
H 33.8560 21.0822 22.3665
H 32.4211 20.6230 27.5388
H 37.2199 20.4332 28.9616
H 33.9424 24.4330 27.5361
H 35.0492 26.1259 25.2234
H 34.8838 23.9808 26.1567
H 32.4361 18.6807 25.6862
H 27.1956 23.3041 20.6858
H 30.7361 18.6279 26.1132
C 31.1250 22.6729 28.7172
H 32.7557 26.4018 24.3895
O 35.6278 21.1800 26.9312
H 30.3685 24.1629 20.6747
H 31.3834 21.8652 24.5006
C 29.8484 25.3450 18.6285
C 31.4574 19.1082 25.4494
N 29.2110 25.7638 27.3021
C 28.0201 23.0014 21.3339
H 29.3174 25.7414 17.7597
H 29.4708 24.8012 27.0309
H 30.2391 22.8836 25.5215
H 30.0211 27.8096 22.8965
N 29.9997 21.4672 21.4662
O 28.4958 26.8746 23.8803
C 34.2069 25.9594 25.8979
H 32.3833 20.9046 19.0997
H 32.1066 18.6460 19.2527
C 29.3408 26.9699 22.7343
H 27.5673 25.6518 25.9963
N 30.0525 22.9570 26.5273
H 34.1406 19.5872 20.3433
H 31.9430 22.2093 29.2669
H 28.8663 21.6891 19.8380
C 31.2355 22.4161 27.2085
H 39.0379 19.5156 27.6027
N 33.9191 27.1617 26.7083
C 34.6540 24.8344 26.8132
H 31.9068 16.0530 21.5431
H 31.6788 23.3024 24.0162
C 28.3983 26.3348 26.2180
H 29.2757 22.3385 26.7576
H 28.7258 27.2382 21.8744
O 31.0452 22.5642 23.9052
C 34.1406 24.3061 23.3888
H 30.8955 25.3548 18.3115
H 28.4858 28.4350 26.8796
H 27.1057 27.9866 25.8588
H 35.5251 21.2590 24.8886
O 33.1380 17.5165 20.6948
H 29.7901 25.9951 22.5362
*
```

Computed properties:
SMILES: COC[C@H](C)N.COC[C@H](C)N.COC[C@H](C)N.COC[C@H](C)N.COC[C@H](C)N.COC[C@H](C)N.O
Lowest unoccupied orbital energy: 0.6 eV